ORCA calculation (the ωB97M-V functional and the def2-TZVPD basis) on C30H33CsF4N6O4S3 as an isolated structure in a non-equilibrium geometry.

XYZ file:
```
81
Properties=species:S:1:pos:R:3
H 3.851 -5.491 -0.927
F 6.610 2.670 -1.112
S 0.636 1.405 2.598
H 2.165 -2.204 -3.056
O 0.155 2.086 5.001
H 1.890 -3.530 3.591
C 4.448 3.490 -1.463
F 3.270 6.932 -1.668
H -2.634 3.940 -2.307
Cs 1.550 1.404 -1.007
C -1.953 3.158 -1.925
C -5.938 -2.515 -0.117
C 5.778 3.725 -1.256
N -4.573 -4.292 -0.879
C 3.227 -3.807 0.261
H -1.732 2.470 -2.742
C 5.389 6.028 -1.340
N -6.841 -4.707 -0.343
C -4.718 -3.005 -0.560
C -2.461 -2.557 -1.523
N 2.208 4.162 -1.873
O -6.110 -7.558 -0.192
C 0.000 1.908 6.404
C -3.533 -2.127 -0.746
C 2.452 -1.836 1.572
H -6.093 -1.474 0.128
H 1.171 -4.218 2.108
C -2.342 -0.069 -0.463
H 1.024 -1.426 3.013
H -2.467 -3.552 -1.949
H 0.043 3.852 -3.304
H 1.065 5.854 -1.248
H -0.538 -2.012 -2.320
F 5.831 7.307 -1.276
N -1.333 -0.457 -1.240
S -5.465 -6.833 -1.274
H 3.125 -4.418 -3.054
H -4.216 -0.473 0.472
H 0.024 -0.954 0.889
C -0.116 4.526 -2.456
C -0.968 4.484 -0.187
N -0.725 3.721 -1.396
H -0.248 2.893 6.792
H 1.479 5.852 -2.929
H 0.125 -3.562 3.396
C -6.975 -3.432 -0.025
C 2.650 -2.532 0.250
C -1.393 -1.696 -1.733
C 1.207 5.179 -2.103
S 0.664 -0.496 4.943
C -0.042 -1.935 1.341
H -0.799 1.200 6.623
C 4.048 5.817 -1.553
O -4.038 -7.049 -1.393
C -5.630 -5.086 -0.765
C 2.438 -2.622 -2.084
C 3.459 4.511 -1.647
H -1.480 3.855 0.543
H -0.957 -2.015 1.929
H -0.025 4.796 0.257
O -6.190 -6.844 -2.535
H -2.486 2.610 -1.152
H -0.827 5.310 -2.786
H 0.921 1.540 6.855
H -1.585 5.382 -0.373
H 3.554 -4.252 1.200
H -0.016 -2.689 0.561
F 4.027 2.193 -1.507
H 3.195 -2.104 2.326
H 7.358 5.187 -1.018
N 1.116 -2.122 2.241
C 0.477 1.028 4.223
C 3.404 -4.504 -0.926
C 1.074 -3.452 2.875
H 2.449 -0.758 1.441
C 2.998 -3.898 -2.109
C 2.241 -1.852 -0.920
C -3.446 -0.857 -0.184
H -7.959 -3.118 0.312
H -2.250 0.911 -0.011
C 6.308 5.006 -1.187
```

Output
HOMO level = -2.7 eV
Energy relative to the best compared isomer or geometry (same formula, charge and spin) = 0.0 kJ/mol
Spin multiplicity = 1
Orbital gap = 5.99 eV
E_tot = -92699.6939 eV
Charge = -2